No. 1
Molecular formula: C4H7NO2
Method: DFT, the ωB97M-V functional and the def2-TZVPD basis

Geometry as ORCA input:
```
! RIJCOSX wB97M-V def2-TZVPD def2/J DEFGRID3
* xyz 0 1
C -1.238 -0.829 0.714
C -0.062 0.053 -1.162
C 0.217 1.303 -0.389
N 1.055 0.805 0.686
C 1.818 -0.194 0.272
O 2.705 -0.902 0.554
O 0.923 -0.724 -1.185
H -1.459 -1.033 1.769
H -1.022 -1.819 0.286
H -2.215 -0.528 0.297
H -0.821 -0.001 -1.945
H -0.687 1.754 0.015
H 0.742 2.018 -1.036
H 0.046 0.098 1.124
*
```

The value obtained for the gap between HOMO and LUMO is 0.3296 Ha. The total energy is -361.70308 hartree.

No. 2
Molecular formula: C3H8OSi
Method: DFT, the ωB97M-V functional and the def2-TZVPD basis

Geometry as ORCA input:
```
! RIJCOSX wB97M-V def2-TZVPD def2/J DEFGRID3
* xyz 0 3
C -1.598 -1.202 -0.276
C -2.042 -0.116 -1.162
C -0.948 0.139 -0.179
O 3.564 0.708 2.171
Si 2.932 1.958 1.233
H -2.159 -1.670 0.536
H -0.928 -1.961 -0.664
H -1.657 -0.209 -2.176
H -3.114 0.229 -1.195
H 0.160 0.208 -0.560
H 3.763 -0.130 1.766
H 3.036 1.310 -0.219
H -1.010 0.735 0.725
*
```

The value obtained for the gap between HOMO and LUMO (spin up / spin down) is 0.2653 / 0.3017 Ha. The total energy is -483.67194 hartree. The expectation value of S² is 2.00.

No. 3
Molecular formula: C7H10Cl2O
Method: DFT, the ωB97M-V functional and the def2-TZVPD basis

Geometry as ORCA input:
```
! RIJCOSX wB97M-V def2-TZVPD def2/J DEFGRID3
* xyz 0 1
C -0.767 -1.907 0.232
O 0.249 -0.871 0.350
C 0.601 -0.371 -0.913
C 1.876 -0.713 -1.562
C 1.691 0.724 -0.855
Cl 2.570 0.918 0.729
Cl 1.346 2.101 -1.809
H -1.225 -1.651 -0.719
H -1.303 -1.732 1.198
H -0.229 -2.801 0.168
H -0.289 -0.224 -1.492
H 2.421 -1.349 -0.779
H 2.018 -0.566 -2.717
C -1.152 0.499 2.332
C -1.233 1.347 1.234
C -1.446 1.831 0.062
H -1.815 -0.273 2.247
H -0.506 0.833 3.136
H -2.123 2.696 -0.179
H -0.684 1.509 -0.662
*
```

As for the SMILES: CO[C@@H]1CC1(Cl)Cl.C=C=C. The value obtained for the gap between HOMO and LUMO is 0.3516 Ha. The total energy is -1268.14464 hartree.

No. 4
Molecular formula: C45H83FN4O12PS
Method: DFT, the ωB97M-V functional and the def2-TZVPD basis

Geometry as ORCA input:
```
! RIJCOSX wB97M-V def2-TZVPD def2/J DEFGRID3
* xyz 1 1
C 5.470 0.819 -1.129
C 4.756 -0.280 -2.138
C 3.694 0.383 -3.198
C 4.233 1.724 -3.974
C 3.452 2.033 -5.403
C 2.243 3.176 -5.236
C 1.245 2.596 -4.069
C -0.356 2.985 -4.309
C -1.231 1.704 -3.691
C -2.547 2.166 -2.830
C -3.567 0.955 -2.409
C -2.781 -0.423 -1.879
N -3.439 -0.997 -0.602
N -4.237 -2.047 -0.864
C -4.782 -2.564 0.385
N -5.722 -3.778 0.195
C -4.966 -4.775 -0.659
C -6.985 -3.293 -0.542
C -7.740 -4.373 -1.573
O -7.422 -2.013 -0.380
C -4.581 -2.106 1.897
C -5.293 -2.913 3.136
C -4.158 -3.765 4.009
O -4.275 -3.975 5.349
F -2.947 -4.404 3.385
C -3.638 -0.798 2.090
O -3.304 -0.192 3.383
N -4.006 0.973 3.454
O -5.122 0.594 3.848
C -3.101 -0.328 0.645
P -1.951 1.222 0.664
S -2.971 2.906 0.856
H 4.829 1.802 -1.001
H 5.489 0.306 -0.057
H 6.601 1.038 -1.402
H 4.116 -0.993 -1.429
H 5.542 -1.009 -2.660
H 3.262 -0.450 -3.931
H 2.755 0.730 -2.552
H 5.368 1.504 -4.267
H 4.211 2.674 -3.254
H 2.872 1.024 -5.665
H 4.171 2.259 -6.299
H 1.681 3.360 -6.250
H 2.787 4.159 -4.840
H 1.285 1.407 -4.164
H 1.596 2.934 -2.999
H -0.509 2.961 -5.488
H -0.651 4.014 -3.832
H -1.439 0.903 -4.517
H -0.487 1.187 -2.914
H -2.200 2.824 -1.927
H -3.171 2.895 -3.541
H -4.286 1.293 -1.544
H -4.269 0.643 -3.322
H -2.913 -1.183 -2.792
H -1.625 -0.281 -1.773
H -4.965 -4.519 -1.811
H -3.818 -4.849 -0.342
H -5.502 -5.822 -0.497
H -7.063 -4.364 -2.557
H -8.838 -4.065 -1.831
H -7.642 -5.475 -1.143
H -6.160 -3.635 2.821
H -5.766 -2.125 3.882
H -1.190 1.112 1.917
H -0.973 1.256 -0.386
C -3.864 -8.048 8.680
C -4.842 -7.056 8.109
O -6.056 -7.210 8.236
C -4.277 -5.868 7.378
H -4.414 -8.852 9.180
H -3.264 -8.482 7.877
H -3.221 -7.556 9.414
H -3.695 -6.205 6.516
H -3.652 -5.278 8.053
H -5.099 -5.238 7.020
C 4.325 -0.082 3.719
C 3.640 -0.628 2.495
O 3.797 -0.110 1.390
C 2.755 -1.832 2.674
H 4.931 0.786 3.438
H 3.580 0.233 4.453
H 4.983 -0.843 4.147
H 1.939 -1.595 3.361
H 3.342 -2.671 3.055
H 2.327 -2.115 1.706
C 3.954 -3.307 -5.791
C 2.581 -2.697 -5.704
O 2.419 -1.541 -5.316
C 1.414 -3.556 -6.112
H 4.699 -2.572 -5.466
H 4.015 -4.180 -5.136
H 4.171 -3.591 -6.824
H 1.361 -4.440 -5.471
H 1.517 -3.851 -7.159
H 0.486 -2.985 -5.998
C 7.426 1.731 7.216
C 7.196 1.461 5.753
O 6.060 1.364 5.292
C 8.411 1.315 4.875
H 6.460 1.813 7.725
H 7.988 0.906 7.662
H 7.968 2.672 7.339
H 9.017 0.472 5.217
H 8.997 2.237 4.895
H 8.093 1.123 3.845
C -4.161 6.249 -5.121
C -4.413 5.043 -5.986
O -3.558 4.171 -6.131
C -5.752 4.945 -6.668
H -3.155 6.185 -4.694
H -4.229 7.159 -5.723
H -4.886 6.278 -4.304
H -5.890 5.797 -7.338
H -6.548 4.917 -5.920
H -5.792 4.024 -7.258
C -2.151 7.181 0.751
C -1.007 6.540 0.013
O -1.144 6.115 -1.133
C 0.312 6.438 0.731
H -3.039 7.186 0.111
H -2.376 6.611 1.656
H -1.897 8.214 1.005
H 0.198 5.835 1.635
H 0.676 7.437 0.984
H 1.045 5.954 0.077
C -0.540 -7.530 5.383
C 0.532 -6.639 4.815
O 1.678 -7.049 4.641
C 0.147 -5.226 4.467
H -0.118 -8.520 5.586
H -0.914 -7.111 6.320
H -1.354 -7.638 4.662
H -0.197 -4.703 5.363
H -0.637 -5.231 3.706
H 1.020 -4.699 4.068
C 4.896 6.095 -2.313
C 5.460 4.854 -1.675
O 5.658 3.832 -2.330
C 5.772 4.910 -0.203
H 4.720 5.908 -3.377
H 3.946 6.356 -1.841
H 5.608 6.918 -2.216
H 4.861 5.119 0.362
H 6.523 5.681 -0.012
H 6.172 3.944 0.121
*
```

The value obtained for the gap between HOMO and LUMO is 0.1893 Ha. The total energy is -3724.77464 hartree.

No. 5
Molecular formula: BrCr2
Method: DFT, the ωB97M-V functional and the def2-TZVPD basis

Geometry as ORCA input:
```
! RIJCOSX wB97M-V def2-TZVPD def2/J DEFGRID3
* xyz 3 9
Cr 2.114 0.377 1.451
Cr -2.266 0.080 -1.308
Br 0.153 -0.457 -0.143
*
```

The value obtained for the gap between HOMO and LUMO (spin up / spin down) is 0.2450 / 0.3413 Ha. The total energy is -4661.53368 hartree. The expectation value of S² is 20.08.

No. 6
Molecular formula: C7H12N2O2S
Method: DFT, the ωB97M-V functional and the def2-TZVPD basis

Geometry as ORCA input:
```
! RIJCOSX wB97M-V def2-TZVPD def2/J DEFGRID3
* xyz 0 1
C 1.856 -1.369 -1.145
C 1.334 -0.455 -0.062
C 1.538 0.988 -0.400
C 1.276 -0.876 1.400
C 0.021 -0.919 0.523
C -0.465 -2.191 -0.028
N -1.185 -3.073 -0.268
N -0.996 -0.029 0.882
S -2.148 0.568 -0.307
C -2.069 2.293 0.288
O -3.454 0.103 -0.021
O -1.415 0.378 -1.566
H 1.161 -1.660 -2.034
H 2.307 -2.393 -0.767
H 2.694 -0.982 -1.676
H 0.907 1.239 -1.307
H 2.497 1.239 -0.544
H 1.196 1.638 0.411
H 1.300 0.002 2.073
H 1.652 -1.815 1.751
H -1.714 -0.358 1.544
H -3.036 2.437 0.750
H -1.328 2.330 1.048
H -1.930 2.907 -0.546
*
```

As for the SMILES: CC1(C)C[C@@]1(C#N)NS(C)(=O)=O. The value obtained for the gap between HOMO and LUMO is 0.3989 Ha. The total energy is -932.01107 hartree.

No. 7
Molecular formula: C20H25Br18Cl3F14NOP2
Method: DFT, the ωB97M-V functional and the def2-TZVPD basis

Geometry as ORCA input:
```
! RIJCOSX wB97M-V def2-TZVPD def2/J DEFGRID3
* xyz -1 1
C 2.658 4.646 -2.068
C 1.341 4.108 -2.667
C 0.873 2.856 -1.907
Cl 2.035 1.547 -2.337
P -1.031 2.455 -1.941
F -1.247 4.057 -1.382
C -1.003 0.693 -2.739
C -1.652 -0.547 -2.087
C -0.683 -1.665 -1.686
F -0.732 -2.693 -2.617
F 0.613 -1.272 -1.652
C -1.054 -2.367 -0.353
F -1.191 -1.483 0.660
F -2.292 -2.925 -0.550
C -0.169 -3.568 0.143
F -0.711 -3.909 1.349
F -0.330 -4.639 -0.671
C 1.368 -3.349 0.406
F 1.634 -2.055 0.684
F 1.693 -4.064 1.516
C 2.292 -3.893 -0.738
F 2.445 -5.225 -0.520
F 1.733 -3.745 -1.950
C 3.731 -3.277 -0.793
F 4.252 -3.068 0.421
F 4.524 -4.175 -1.412
F 3.741 -2.159 -1.516
C -1.050 1.855 -0.075
Cl 0.354 0.902 0.509
C -1.322 2.906 1.014
C -2.721 3.528 0.923
Cl -0.030 4.110 1.312
P -1.283 3.403 -4.044
N -0.337 2.368 -5.130
O -2.874 2.992 -4.417
H 3.504 4.003 -2.296
H 2.559 4.845 -1.001
H 2.865 5.609 -2.545
H 1.575 3.854 -3.701
H 0.616 4.909 -2.566
H 1.077 3.120 -0.870
H -2.476 2.308 -1.889
H -0.085 0.388 -3.232
H -1.670 0.872 -3.590
H -2.378 -0.346 -1.299
H -2.258 -1.052 -2.845
H -1.920 1.205 0.052
H -1.320 2.325 1.940
H -2.690 4.605 1.053
H -3.372 3.055 1.656
H -3.153 3.317 -0.055
H -0.976 1.901 -5.771
H 0.157 3.027 -5.723
H -2.920 2.149 -4.881
C -6.618 -0.347 2.834
Br -4.923 -0.873 2.093
Br -7.163 1.411 2.283
Br -7.986 -1.650 2.448
H -6.499 -0.326 3.907
C 6.534 0.234 0.765
Br 7.091 1.548 -0.527
Br 7.338 0.558 2.488
Br 4.626 0.131 0.873
H 6.899 -0.723 0.424
C -0.798 -6.703 2.660
Br -1.313 -8.554 2.548
Br -2.106 -5.660 3.603
Br 0.953 -6.497 3.424
H -0.754 -6.318 1.651
C -1.873 -0.898 5.365
Br -3.566 -1.690 5.840
Br -0.425 -1.773 6.283
Br -1.600 -0.891 3.470
H -1.896 0.127 5.703
C -2.742 -5.193 7.774
Br -2.003 -4.150 9.209
Br -2.338 -7.062 7.969
Br -4.633 -4.894 7.589
H -2.274 -4.856 6.859
C 5.500 6.560 -4.848
Br 4.499 4.938 -5.064
Br 4.448 7.949 -4.034
Br 7.136 6.255 -3.878
H 5.775 6.906 -5.833
*
```

The value obtained for the gap between HOMO and LUMO is 0.1879 Ha. The total energy is -50700.75850 hartree.

No. 8
Molecular formula: C6H8N4
Method: DFT, the ωB97M-V functional and the def2-TZVPD basis

Geometry as ORCA input:
```
! RIJCOSX wB97M-V def2-TZVPD def2/J DEFGRID3
* xyz 0 3
C -2.234 0.304 -0.051
C -3.379 -0.577 -0.028
C 2.069 -0.195 0.456
C 1.259 -1.333 -0.319
C 1.413 1.219 0.023
C -0.752 0.156 0.023
N -2.674 1.509 -0.252
N -4.400 -1.088 -0.052
N -0.149 -1.080 -0.015
N -0.049 1.229 0.077
H 2.128 -0.287 1.597
H 3.145 -0.295 0.226
H 1.552 -1.097 -1.314
H 1.508 -2.365 0.129
H 1.655 1.943 0.764
H 1.618 1.717 -0.897
H -0.805 -1.826 -0.008
H -1.905 2.068 -0.357
*
```

The value obtained for the gap between HOMO and LUMO (spin up / spin down) is 0.2363 / 0.2369 Ha. The total energy is -452.25726 hartree. The expectation value of S² is 2.02.

No. 9
Molecular formula: C7H19P3
Method: DFT, the ωB97M-V functional and the def2-TZVPD basis

Geometry as ORCA input:
```
! RIJCOSX wB97M-V def2-TZVPD def2/J DEFGRID3
* xyz 2 1
C -0.736 0.777 -1.331
C 0.569 1.407 -0.858
C -0.283 -3.297 0.172
C -2.810 -0.869 -0.051
C -2.242 1.932 1.094
C 2.777 -0.811 -0.680
C 2.487 1.320 1.388
P 0.059 -0.686 1.466
P -1.537 0.379 0.292
P 1.559 0.254 0.264
H -1.217 1.576 -1.845
H -0.452 -0.222 -1.953
H 1.138 1.728 -1.745
H 0.424 2.213 -0.247
H -0.780 -3.140 -0.726
H -0.807 -3.457 1.008
H 0.776 -3.606 0.152
H -2.394 -1.948 0.042
H -3.389 -0.703 -0.982
H -3.706 -0.883 0.774
H -2.702 2.373 0.324
H -1.386 2.478 1.484
H -2.932 1.500 1.895
H 3.570 -0.059 -0.829
H 2.320 -1.172 -1.632
H 2.774 -1.776 -0.105
H 3.548 1.761 0.971
H 2.882 0.876 2.252
H 2.022 2.286 1.756
*
```

The value obtained for the gap between HOMO and LUMO (spin up / spin down) is 0.2607 / 0.3044 Ha. The total energy is -1301.43496 hartree.

No. 10
Molecular formula: H18NO11S
Method: DFT, the ωB97M-V functional and the def2-TZVPD basis

Geometry as ORCA input:
```
! RIJCOSX wB97M-V def2-TZVPD def2/J DEFGRID3
* xyz -1 1
N 0.231 0.868 -0.035
H -0.238 -0.057 0.036
H 0.188 1.297 0.916
H -0.179 1.503 -0.781
H 1.199 0.654 -0.250
S -1.506 -1.894 2.524
O -1.140 -2.505 1.296
O -0.489 -2.236 3.444
O -1.666 -0.427 2.203
O -2.859 -2.330 3.004
O -2.972 1.042 0.821
H -3.707 0.412 0.654
H -2.569 0.536 1.610
O 2.546 -0.063 -2.028
H 2.796 -0.887 -1.770
H 3.277 0.501 -1.845
O 0.933 -3.236 0.560
H 1.703 -2.894 0.998
H 0.132 -2.670 0.614
O -2.194 1.624 -2.011
H -2.796 2.126 -2.408
H -2.390 1.120 -1.284
O 2.762 1.994 1.404
H 3.487 1.466 2.013
H 3.163 2.734 1.183
O 1.366 2.708 -2.512
H 1.520 2.383 -3.335
H 2.103 3.288 -2.220
O -1.252 -2.164 -1.221
H -1.200 -2.313 -0.234
H -0.255 -2.586 -1.341
*
```

The value obtained for the gap between HOMO and LUMO is 0.1881 Ha. The total energy is -1291.33960 hartree.

No. 11
Molecular formula: C8H10
Method: DFT, the ωB97M-V functional and the def2-TZVPD basis

Geometry as ORCA input:
```
! RIJCOSX wB97M-V def2-TZVPD def2/J DEFGRID3
* xyz 0 1
C 1.753 -0.364 -0.504
C 0.865 -1.279 -0.219
C -0.154 -0.821 0.699
C -1.592 -0.802 0.175
C -1.394 0.454 -0.849
C -0.379 1.359 -0.132
C 1.062 0.825 -0.038
C 0.292 0.621 1.024
H 2.276 -0.264 -1.428
H 0.712 -2.252 -0.620
H -0.095 -1.342 1.654
H -2.450 -0.678 0.893
H -1.794 -1.579 -0.552
H -0.691 -0.187 -1.492
H -2.322 0.953 -1.335
H -0.531 2.427 0.033
H 1.760 1.722 -0.025
H 0.407 1.238 1.937
*
```

As for the SMILES: C1=C[C@@H]2CC[C@@H]3[C@H]1[C@@H]32. The value obtained for the gap between HOMO and LUMO is 0.3537 Ha. The total energy is -310.67257 hartree.